# 1
# C33H82CrN4O11

A molecular structure, C33H82CrN4O11 in a non-equilibrium geometry (ωB97M-V with the def2-TZVPD basis set, the Open Molecules 2025 dataset).

Last column: Mulliken charge in e.
Positions of all 131 atoms, in Å:
Cr (3.85, 0.42, 0.39)  0.525
C (1.40, -2.46, -2.06)  -1.610
C (1.65, -0.99, -1.72)  0.905
C (0.39, -0.10, -1.83)  -0.997
O (2.34, -0.70, -0.56)  0.642
H (2.37, -2.95, -2.16)  0.291
H (0.74, -2.67, -2.91)  0.445
H (0.94, -2.98, -1.21)  0.319
H (2.33, -0.66, -2.53)  -0.186
H (-0.49, -0.24, -1.20)  0.122
H (-0.07, -0.27, -2.81)  0.524
H (0.67, 0.95, -1.80)  -0.147
C (1.19, 2.79, 1.31)  -0.988
C (1.60, 1.90, 2.46)  0.560
C (0.47, 1.74, 3.47)  -0.923
O (2.32, 0.76, 2.15)  -0.496
H (0.41, 2.45, 0.62)  0.084
H (2.04, 2.81, 0.63)  -0.081
H (1.01, 3.83, 1.59)  0.550
H (2.34, 2.54, 2.98)  0.014
H (-0.20, 2.61, 3.50)  0.290
H (0.64, 1.55, 4.54)  0.484
H (-0.15, 0.88, 3.19)  -0.117
C (-7.15, 4.58, 2.29)  -0.269
O (-6.25, 5.65, 2.54)  -0.378
C (-4.86, 5.41, 2.31)  -0.075
C (-4.02, 4.95, 3.51)  -0.706
N (-4.17, 3.50, 3.80)  -0.239
C (-3.34, 2.68, 2.93)  1.304
C (-3.47, 1.17, 3.20)  -0.794
O (-2.59, 0.32, 2.51)  -0.075
C (-3.02, 0.03, 1.18)  -0.171
H (-7.28, 4.41, 1.22)  -0.024
H (-8.10, 4.80, 2.78)  0.263
H (-6.68, 3.74, 2.82)  0.221
H (-4.59, 6.47, 2.23)  0.328
H (-4.60, 4.97, 1.35)  -0.058
H (-4.34, 5.35, 4.47)  0.445
H (-2.98, 5.29, 3.42)  0.310
H (-4.02, 3.24, 4.77)  0.276
H (-2.28, 2.96, 2.98)  -0.121
H (-3.62, 2.91, 1.90)  -0.902
H (-4.48, 0.84, 2.94)  0.282
H (-3.19, 1.11, 4.26)  0.346
H (-3.83, -0.69, 1.33)  0.388
H (-2.20, -0.40, 0.60)  -0.197
H (-3.35, 0.90, 0.62)  -0.021
C (-7.91, 4.30, -2.85)  -0.817
O (-6.51, 4.14, -2.76)  -0.356
C (-6.04, 3.94, -1.44)  -0.788
C (-4.61, 3.33, -1.45)  0.018
N (-4.62, 2.02, -2.10)  -0.276
C (-3.28, 1.57, -2.41)  -0.328
C (-2.44, 2.25, -3.49)  -0.609
O (-3.16, 2.17, -4.69)  -0.349
C (-2.92, 3.29, -5.54)  -0.766
H (-8.33, 3.36, -3.22)  0.288
H (-8.09, 5.01, -3.66)  0.266
H (-8.44, 4.70, -1.98)  0.317
H (-6.68, 3.25, -0.89)  0.439
H (-5.99, 4.93, -0.98)  0.478
H (-4.19, 3.21, -0.45)  -0.076
H (-4.00, 4.03, -2.03)  0.204
H (-5.16, 2.19, -2.94)  0.378
H (-3.39, 0.50, -2.60)  0.307
H (-2.69, 1.65, -1.50)  -0.021
H (-1.48, 1.73, -3.35)  0.304
H (-2.36, 3.28, -3.14)  0.372
H (-1.89, 3.29, -5.89)  0.300
H (-3.26, 4.20, -5.03)  0.309
H (-3.62, 3.27, -6.37)  0.292
C (0.46, -1.21, 5.55)  -0.957
O (0.86, -1.34, 4.21)  -0.035
C (-0.08, -2.07, 3.51)  -1.161
C (0.34, -2.27, 2.05)  -0.194
N (1.73, -2.60, 1.76)  0.346
C (2.04, -4.02, 2.02)  -0.723
C (2.22, -4.37, 3.51)  -0.758
O (2.94, -3.32, 4.09)  -0.126
C (3.40, -3.59, 5.39)  -0.963
H (0.10, -2.15, 5.97)  0.338
H (-0.33, -0.45, 5.68)  0.260
H (1.33, -0.86, 6.11)  0.238
H (-1.01, -1.50, 3.54)  0.560
H (-0.25, -3.06, 3.97)  0.569
H (0.13, -1.37, 1.47)  -0.024
H (-0.40, -3.00, 1.68)  0.249
H (1.87, -2.32, 0.80)  -0.463
H (3.04, -4.04, 1.57)  0.334
H (1.41, -4.71, 1.46)  0.388
H (2.87, -5.26, 3.50)  0.509
H (1.31, -4.67, 4.04)  0.334
H (4.07, -4.44, 5.46)  0.332
H (2.59, -3.83, 6.10)  0.325
H (3.79, -2.68, 5.85)  0.276
C (8.40, -3.13, -1.55)  -0.855
O (7.43, -2.12, -1.37)  -0.314
C (6.39, -2.08, -2.32)  -0.922
C (5.17, -1.38, -1.71)  -0.330
N (5.53, -0.15, -0.97)  0.284
C (5.99, 1.04, -1.72)  -0.788
C (4.87, 1.77, -2.46)  -0.654
O (3.91, 1.99, -1.42)  -0.011
C (2.74, 2.59, -1.99)  -1.012
H (8.74, -3.34, -2.56)  0.328
H (8.10, -4.09, -1.11)  0.324
H (9.24, -2.83, -0.92)  0.264
H (6.06, -3.07, -2.62)  0.518
H (6.75, -1.49, -3.17)  0.354
H (4.82, -2.08, -0.94)  0.192
H (4.27, -1.25, -2.31)  -0.117
H (6.33, -0.54, -0.48)  0.387
H (6.76, 0.79, -2.46)  0.301
H (6.43, 1.71, -0.99)  0.423
H (4.43, 1.28, -3.33)  0.415
H (5.20, 2.77, -2.75)  0.402
H (1.87, 2.66, -1.34)  0.134
H (2.45, 1.94, -2.82)  0.481
H (2.99, 3.61, -2.30)  0.316
C (1.04, -6.13, -3.01)  -0.963
C (1.37, -7.40, -3.84)  0.515
C (2.66, -7.98, -3.36)  -1.333
O (0.27, -8.26, -3.63)  -0.586
H (1.44, -6.07, -2.00)  0.223
H (-0.03, -5.96, -2.95)  0.353
H (1.60, -5.30, -3.47)  0.283
H (1.51, -7.28, -4.92)  0.199
H (3.02, -8.84, -3.93)  0.339
H (2.67, -8.12, -2.28)  0.350
H (3.36, -7.15, -3.50)  0.313
H (-0.55, -7.98, -4.04)  0.311

Output
* ΔE to the lowest compared entry with this formula, charge and spin: 0.0 kcal per mole
* total charge: 0
* lowest unoccupied orbital energy (alpha / beta): -0.2 / -0.2 eV
* E_tot: -3397.29263 Ha
* orbital gap (alpha / beta): 6.573 / 6.642 eV
* multiplicity: 5
* ⟨S²⟩: 6.022



# 2
# C33H83F3N18O15P

10 unconnected molecules or ions with the total composition C33H83F3N18O15P in a non-equilibrium geometry (ωB97M-V with the def2-TZVPD basis set, the Open Molecules 2025 dataset).

Last column: Mulliken charge in e.
Positions of all 153 atoms, in Å:
C (-0.54, 8.15, 2.34)  -1.086
C (-0.52, 7.48, 0.87)  -0.219
C (-1.74, 6.45, 0.64)  -0.659
C (-1.31, 4.90, 0.85)  0.143
C (-2.13, 3.95, -0.15)  -0.627
C (-1.20, 3.10, -1.15)  -0.714
C (-0.14, 2.17, -0.37)  -0.443
P (1.09, 1.26, -1.55)  0.841
C (2.22, 0.54, -0.16)  -0.979
C (1.57, -0.66, 0.66)  -0.660
O (0.54, -0.24, 1.59)  -0.106
C (0.41, -1.14, 2.70)  -0.654
C (-0.59, -2.32, 2.28)  -0.329
C (2.20, 2.74, -2.01)  -0.328
C (2.14, 4.04, -1.11)  -0.636
O (2.65, 3.89, 0.26)  -0.125
C (4.04, 4.12, 0.32)  0.609
C (5.13, 2.95, 0.16)  -0.792
O (4.44, 5.29, 0.51)  -0.692
O (1.94, 0.46, -2.88)  -0.696
C (0.92, -0.17, -3.69)  -1.487
C (-0.12, -0.89, -2.66)  1.156
C (0.32, -2.42, -2.47)  0.081
C (1.88, -2.72, -2.62)  -0.167
C (2.26, -4.24, -2.24)  0.457
F (3.63, -4.42, -2.65)  -0.231
F (2.17, -4.48, -0.86)  -0.262
F (1.51, -5.16, -3.03)  -0.510
O (-1.44, -0.99, -3.28)  -0.595
C (-2.39, -1.58, -2.37)  0.143
C (-2.95, -3.01, -2.90)  -0.723
C (-2.49, -4.24, -1.98)  0.925
C (-3.65, -5.34, -1.72)  -1.036
O (-0.12, -0.03, -1.50)  0.024
H (-0.59, 7.36, 3.16)  0.261
H (-1.40, 8.89, 2.47)  0.310
H (0.42, 8.76, 2.48)  0.308
H (0.50, 7.02, 0.69)  0.064
H (-0.70, 8.33, 0.12)  0.287
H (-2.14, 6.65, -0.41)  0.377
H (-2.55, 6.73, 1.40)  0.254
H (-0.18, 4.79, 0.76)  -0.162
H (-1.61, 4.60, 1.91)  0.293
H (-2.76, 4.65, -0.81)  0.464
H (-2.88, 3.31, 0.42)  -0.079
H (-1.86, 2.36, -1.75)  0.191
H (-0.65, 3.73, -1.92)  0.350
H (-0.79, 1.33, 0.08)  -0.323
H (0.35, 2.68, 0.52)  0.653
H (0.21, 1.79, -2.59)  0.167
H (2.55, 1.33, 0.59)  0.042
H (3.12, 0.09, -0.73)  0.598
H (1.26, -1.56, 0.01)  -0.255
H (2.42, -1.08, 1.32)  0.574
H (1.39, -1.49, 3.16)  0.387
H (-0.12, -0.55, 3.53)  0.385
H (-0.06, -3.31, 2.47)  0.285
H (-1.53, -2.24, 2.93)  0.272
H (-0.88, -2.17, 1.17)  -0.215
H (3.29, 2.35, -1.98)  0.055
H (2.03, 3.04, -3.11)  0.327
H (2.85, 4.81, -1.60)  0.440
H (1.14, 4.56, -1.03)  0.240
H (5.62, 3.12, -0.85)  0.267
H (4.65, 1.92, 0.21)  0.164
H (5.94, 3.04, 0.95)  0.336
H (1.39, -0.81, -4.52)  0.380
H (0.23, 0.51, -4.31)  0.168
H (0.00, -2.74, -1.41)  -0.223
H (-0.25, -3.10, -3.19)  0.252
H (2.28, -2.59, -3.69)  0.322
H (2.45, -2.00, -1.97)  -0.088
H (-2.04, -1.65, -1.29)  -0.294
H (-3.31, -0.88, -2.36)  0.315
H (-2.56, -3.16, -3.97)  0.173
H (-4.10, -3.00, -3.00)  0.461
H (-1.69, -4.80, -2.59)  -0.597
H (-1.96, -3.92, -1.02)  0.059
H (-4.63, -4.77, -1.53)  0.327
H (-3.42, -6.02, -0.84)  0.320
H (-3.77, -6.01, -2.64)  0.166
C (-3.64, 1.24, 2.58)  0.581
O (-3.14, 2.30, 2.93)  -0.686
N (-4.98, 1.07, 2.44)  -0.295
N (-2.89, 0.13, 2.31)  -0.153
H (-5.40, 0.21, 2.16)  0.105
H (-5.57, 1.87, 2.64)  0.301
H (-1.89, 0.21, 2.40)  -0.001
H (-3.29, -0.75, 2.03)  0.150
C (1.62, -8.76, -3.35)  0.342
O (1.56, -9.90, -3.79)  -0.685
N (2.23, -8.45, -2.19)  -0.255
N (1.07, -7.70, -4.01)  -0.135
H (2.29, -7.52, -1.81)  0.158
H (2.66, -9.21, -1.67)  0.205
H (0.60, -7.89, -4.88)  0.194
H (1.11, -6.76, -3.67)  0.387
C (-2.57, -6.44, -5.23)  0.625
O (-3.44, -6.89, -4.50)  -0.722
N (-1.25, -6.46, -4.89)  -0.259
N (-2.84, -5.87, -6.43)  -0.421
H (-0.52, -6.09, -5.47)  0.155
H (-1.01, -6.86, -4.00)  0.277
H (-3.80, -5.84, -6.71)  0.224
H (-2.14, -5.50, -7.04)  0.156
C (4.47, 6.80, 4.39)  0.650
O (4.57, 7.67, 5.24)  -0.701
N (4.10, 7.06, 3.11)  -0.260
N (4.72, 5.49, 4.65)  -0.312
H (4.01, 6.35, 2.40)  0.194
H (3.90, 8.01, 2.88)  0.167
H (5.00, 5.25, 5.58)  0.218
H (4.64, 4.76, 3.96)  0.153
C (6.80, -2.22, -3.76)  0.587
O (6.32, -1.14, -3.45)  -0.638
N (6.20, -3.40, -3.45)  -0.315
N (7.97, -2.34, -4.45)  -0.392
H (6.58, -4.30, -3.69)  0.270
H (5.34, -3.36, -2.94)  0.144
H (8.44, -1.48, -4.70)  0.236
H (8.38, -3.21, -4.71)  0.167
C (1.53, 6.70, 8.39)  0.540
O (0.44, 6.37, 8.85)  -0.663
N (2.35, 7.58, 9.01)  -0.356
N (2.00, 6.21, 7.21)  -0.312
H (3.24, 7.86, 8.64)  0.183
H (2.03, 7.97, 9.88)  0.201
H (1.42, 5.55, 6.72)  0.198
H (2.89, 6.47, 6.82)  0.159
C (-7.38, 3.35, 4.71)  0.549
O (-6.41, 2.97, 4.07)  -0.643
N (-7.70, 4.67, 4.83)  -0.411
N (-8.22, 2.50, 5.34)  -0.318
H (-8.49, 5.00, 5.35)  0.147
H (-7.10, 5.33, 4.38)  0.239
H (-8.02, 1.51, 5.27)  0.290
H (-9.03, 2.79, 5.87)  0.149
C (5.64, -6.78, -5.11)  0.500
O (6.67, -7.02, -5.71)  -0.696
N (5.14, -5.52, -4.96)  -0.435
N (4.89, -7.76, -4.53)  -0.302
H (4.29, -5.31, -4.47)  0.221
H (5.67, -4.77, -5.37)  0.272
H (5.22, -8.70, -4.62)  0.190
H (4.03, -7.58, -4.03)  0.271
C (-8.12, -1.64, 4.83)  0.665
O (-7.63, -0.58, 5.18)  -0.672
N (-9.46, -1.81, 4.69)  -0.389
N (-7.38, -2.74, 4.57)  -0.423
H (-9.89, -2.68, 4.40)  0.163
H (-10.05, -1.02, 4.88)  0.205
H (-6.38, -2.66, 4.67)  0.228
H (-7.76, -3.63, 4.28)  0.154

Output
* total charge: -1
* lowest unoccupied orbital energy: 1.6 eV
* E_tot: -4062.55652 Ha
* orbital gap: 6.138 eV



# 3
# C33H84BFINO14P3

9 unconnected molecules or ions with the total composition C33H84BFINO14P3 in a non-equilibrium geometry (ωB97M-V with the def2-TZVPD basis set, the Open Molecules 2025 dataset).

Last column: Mulliken charge in e.
Positions of all 138 atoms, in Å:
C (-6.97, -4.97, 1.19)  -0.918
C (-6.76, -6.06, 0.17)  0.737
O (-7.03, -5.86, -0.94)  -0.502
O (-6.29, -7.27, 0.56)  -0.451
C (-4.83, -7.36, 0.44)  0.100
C (-4.25, -7.44, 1.86)  -0.120
C (-2.99, -8.30, 1.98)  -1.057
C (-1.67, -7.52, 1.88)  -0.517
C (-1.63, -6.22, 2.70)  -1.282
C (-2.02, -5.00, 1.81)  0.533
B (-0.84, -3.91, 1.54)  0.322
F (0.01, -3.81, 2.68)  -0.401
O (-1.55, -2.58, 1.44)  -0.831
C (-1.08, -1.77, 0.43)  1.035
C (-0.03, -0.68, 0.91)  -1.570
C (0.56, -0.90, 2.31)  -0.356
C (0.87, 0.50, 2.90)  -1.607
I (2.49, -1.91, 2.25)  -0.053
P (-2.63, -0.80, 0.00)  0.067
C (-2.35, 0.40, -1.38)  -1.175
C (-3.27, 0.03, 1.51)  -1.213
C (-0.58, -2.86, -0.59)  0.855
P (-1.83, -3.61, -1.82)  -0.118
C (-1.34, -5.39, -1.95)  -0.840
C (-3.55, -3.70, -1.11)  -1.104
P (0.84, -2.45, -1.72)  0.164
N (0.80, -3.31, -3.03)  -0.338
O (2.28, -2.65, -1.02)  -0.549
O (0.64, -0.89, -2.19)  -0.253
O (-0.16, -3.93, 0.23)  -0.523
H (-6.62, -5.27, 2.18)  0.298
H (-8.04, -4.76, 1.28)  0.352
H (-6.46, -4.06, 0.91)  0.207
H (-4.63, -8.25, -0.15)  0.304
H (-4.52, -6.45, -0.06)  -0.197
H (-5.03, -7.91, 2.47)  0.523
H (-4.14, -6.42, 2.24)  -0.067
H (-3.01, -9.00, 1.13)  0.323
H (-2.99, -8.93, 2.86)  0.321
H (-1.38, -7.33, 0.85)  0.295
H (-0.88, -8.17, 2.28)  0.419
H (-2.43, -6.32, 3.46)  0.509
H (-0.71, -6.08, 3.26)  0.414
H (-2.85, -4.44, 2.26)  0.122
H (-2.37, -5.40, 0.85)  -0.566
H (0.78, -0.52, 0.20)  0.560
H (-0.56, 0.27, 0.97)  0.500
H (-0.12, -1.37, 3.01)  0.455
H (-0.05, 0.95, 3.27)  0.321
H (1.51, 0.37, 3.77)  0.616
H (1.42, 1.13, 2.20)  0.373
H (-3.27, 0.97, -1.50)  0.496
H (-2.22, -0.17, -2.30)  0.223
H (-1.56, 1.14, -1.21)  0.280
H (-3.29, -0.73, 2.28)  0.319
H (-4.29, 0.33, 1.32)  0.471
H (-2.64, 0.84, 1.89)  0.340
H (-1.57, -5.77, -2.95)  0.526
H (-1.93, -5.98, -1.25)  0.022
H (-0.28, -5.54, -1.78)  0.263
H (-4.02, -4.60, -1.51)  0.523
H (-3.62, -3.61, -0.03)  0.156
H (-4.10, -2.86, -1.52)  0.630
H (1.68, -3.82, -3.07)  0.195
H (2.74, -1.79, -1.06)  0.341
H (-0.11, -0.87, -2.81)  0.216
C (0.84, -2.70, -7.13)  -0.780
C (-0.13, -3.83, -7.40)  -0.233
O (0.03, -4.87, -6.43)  -0.526
H (1.87, -3.06, -7.15)  0.246
H (0.73, -1.90, -7.87)  0.337
H (0.67, -2.28, -6.13)  0.109
H (0.05, -4.27, -8.38)  0.281
H (-1.16, -3.47, -7.36)  0.251
H (-0.14, -4.48, -5.56)  0.276
C (5.96, 2.09, 1.92)  -0.966
C (5.50, 1.58, 3.27)  -0.201
O (4.11, 1.29, 3.25)  -0.276
H (5.41, 2.99, 1.64)  0.282
H (7.03, 2.33, 1.93)  0.284
H (5.78, 1.35, 1.14)  0.373
H (5.67, 2.33, 4.04)  0.280
H (6.05, 0.67, 3.55)  0.257
H (3.95, 0.61, 2.58)  0.022
C (1.59, 2.85, -3.69)  -0.851
C (2.96, 2.49, -3.15)  -0.291
O (2.86, 1.82, -1.90)  -0.408
H (1.06, 3.48, -2.98)  0.188
H (1.67, 3.37, -4.64)  0.368
H (0.98, 1.95, -3.83)  0.235
H (3.56, 3.39, -2.99)  0.267
H (3.50, 1.84, -3.86)  0.270
H (2.35, 1.01, -2.04)  0.178
C (4.17, 3.06, 7.81)  -1.043
C (4.56, 4.11, 6.78)  -0.267
O (4.92, 3.50, 5.55)  -0.471
H (5.00, 2.37, 7.98)  0.264
H (3.91, 3.53, 8.76)  0.361
H (3.32, 2.47, 7.47)  0.326
H (5.42, 4.68, 7.12)  0.266
H (3.72, 4.80, 6.61)  0.271
H (4.15, 2.99, 5.23)  0.213
C (-0.70, 7.05, -3.12)  -0.788
C (-1.68, 5.94, -3.45)  -0.385
O (-1.56, 4.86, -2.52)  -0.440
H (0.32, 6.67, -3.13)  0.121
H (-0.78, 7.87, -3.84)  0.336
H (-0.89, 7.44, -2.12)  0.306
H (-1.48, 5.53, -4.44)  0.291
H (-2.71, 6.31, -3.44)  0.284
H (-1.74, 5.21, -1.65)  0.264
C (8.38, 6.35, 0.29)  -1.031
C (7.49, 5.49, 1.18)  -0.236
O (6.63, 4.67, 0.41)  -0.432
H (7.77, 6.97, -0.36)  0.210
H (9.03, 6.99, 0.89)  0.347
H (9.00, 5.72, -0.35)  0.333
H (6.85, 6.12, 1.80)  0.294
H (8.09, 4.86, 1.84)  0.257
H (7.18, 4.10, -0.14)  0.255
C (-8.09, 1.82, 2.20)  -1.033
C (-6.76, 2.45, 2.57)  -0.255
O (-5.75, 2.07, 1.64)  -0.428
H (-8.01, 0.74, 2.17)  0.263
H (-8.87, 2.10, 2.92)  0.346
H (-8.41, 2.15, 1.20)  0.325
H (-6.44, 2.11, 3.55)  0.287
H (-6.84, 3.54, 2.59)  0.242
H (-6.02, 2.38, 0.77)  0.239
C (4.15, 7.88, -2.89)  -1.020
C (3.02, 8.43, -3.72)  -0.272
O (2.02, 9.04, -2.90)  -0.487
H (3.78, 7.14, -2.17)  0.290
H (4.91, 7.40, -3.52)  0.320
H (4.63, 8.67, -2.31)  0.347
H (2.53, 7.63, -4.28)  0.264
H (3.39, 9.17, -4.44)  0.301
H (2.44, 9.75, -2.41)  0.274

Output
* total charge: -1
* lowest unoccupied orbital energy: 1.9 eV
* E_tot: -3862.43051 Ha
* orbital gap: 6.366 eV



Look up the total charge of the second one.
-1



Which value of E_tot does entry 1 give?
-3397.29263 Ha



Which value of E_tot does entry 1 give?
-3397.29263 Ha